# 1
{
  "formula": "C5H6O2",
  "method": "wB97M-V/def2-TZVPD",
  "elements": ["O", "C", "C", "O", "C", "C", "C", "H", "H", "H", "H", "H", "H"],
  "xyz": [[-0.98585, -1.78456, 0.96973], [-0.46448, -0.51878, 0.76970], [0.91830, -0.45622, 0.03681], [0.18460, -0.74191, -1.19430], [-0.80719, 0.15339, -0.60371], [-0.04937, 1.46390, -0.48582], [1.13961, 1.04387, -0.04314], [-0.88536, -2.24113, 0.11875], [-0.59547, 0.06503, 1.68223], [1.73714, -1.14593, 0.24376], [-1.79234, 0.10326, -1.06955], [-0.42390, 2.46246, -0.67097], [2.02431, 1.59663, 0.24651]],
  "atomic_forces_ev_per_a": [[0.0, -0.2, -0.3], [0.0, 0.3, 0.2], [0.3, -0.1, 0.1], [0.1, 0.0, -0.1], [-0.3, 0.1, -0.1], [0.1, 0.0, 0.1], [-0.1, 0.1, 0.0], [0.0, -0.1, 0.2], [0.0, 0.0, -0.1], [-0.1, 0.1, 0.0], [0.1, 0.0, 0.1], [0.1, -0.1, 0.0], [-0.1, -0.1, -0.1]],
  "homo_ev": -9.72,
  "total_charge": 0
}

# 2
{
  "formula": "C5H6O2",
  "method": "wB97M-V/def2-TZVPD",
  "elements": ["O", "C", "C", "O", "C", "C", "C", "H", "H", "H", "H", "H", "H"],
  "xyz": [[-0.46614, 0.21377, -2.91979], [-1.03774, 0.22743, -1.85720], [-0.36927, 0.58992, -0.55403], [-1.17025, 0.35697, 0.60485], [0.01372, 0.16018, 1.37362], [0.73187, -1.08964, 1.05035], [0.89585, 0.06728, 0.10651], [-2.14074, 0.11488, -1.77549], [-0.16385, 1.66823, -0.64224], [0.01355, 0.66220, 2.33777], [1.62962, -1.14476, 1.66971], [0.26508, -2.04629, 0.84271], [1.87042, 0.41305, -0.21866]],
  "atomic_forces_ev_per_a": [[-0.2, -0.2, 0.5], [0.3, 0.0, -0.3], [0.0, 0.1, -0.2], [-0.1, 0.0, 0.1], [0.2, 0.0, 0.4], [-0.1, -0.2, 0.0], [0.2, 0.2, -0.1], [0.1, -0.2, 0.0], [-0.3, 0.1, -0.1], [0.4, 0.1, -0.3], [-0.2, -0.2, -0.2], [-0.2, 0.1, -0.1], [-0.1, 0.2, 0.4]],
  "homo_ev": -9.69,
  "total_charge": 0
}

# 3
{
  "formula": "C5H6O2",
  "method": "wB97M-V/def2-TZVPD",
  "elements": ["C", "O", "C", "C", "O", "C", "C", "H", "H", "H", "H", "H", "H"],
  "xyz": [[-1.50315, 0.24430, 0.34857], [-0.64335, 0.73804, 1.39736], [0.59337, 0.33588, 0.94884], [1.87127, -0.58613, -0.59895], [0.38779, -1.10639, 0.47887], [-0.44437, -0.39939, -0.53457], [0.78352, 0.50899, -0.55507], [-2.03692, 1.06982, -0.13035], [-2.21365, -0.47372, 0.76752], [1.39440, 0.46050, 1.67734], [1.62163, -1.26667, -1.43879], [-0.73137, -1.02158, -1.38208], [0.88719, 1.46595, -1.07141]],
  "atomic_forces_ev_per_a": [[-0.2, 0.0, -0.2], [0.0, 0.0, 0.0], [0.3, 0.0, 0.2], [-0.2, 0.0, -0.2], [0.1, 0.0, 0.4], [-0.2, 0.0, -0.2], [0.2, 0.2, -0.1], [0.1, -0.1, 0.0], [0.1, 0.1, 0.0], [-0.2, -0.1, -0.2], [0.0, 0.1, 0.1], [0.0, 0.1, 0.1], [-0.1, -0.1, 0.1]],
  "homo_ev": -8.10,
  "total_charge": 0
}

# 4
{
  "formula": "C5H6O2",
  "method": "wB97M-V/def2-TZVPD",
  "elements": ["C", "C", "C", "O", "C", "C", "O", "H", "H", "H", "H", "H", "H"],
  "xyz": [[2.58308, 0.26179, -0.07599], [1.61212, 0.76540, -0.63439], [0.66803, -0.39277, -0.52344], [0.99107, -1.48734, -0.93834], [-0.61374, -0.26151, 0.29358], [-1.34244, 1.05877, 0.14629], [-1.45165, -1.31327, -0.09998], [3.30815, -0.33362, 0.43275], [-0.29891, -0.38670, 1.34846], [-2.30526, 0.98300, 0.65961], [-1.52697, 1.28424, -0.90753], [-0.76921, 1.87863, 0.58970], [-0.85426, -2.05663, -0.29070]],
  "atomic_forces_ev_per_a": [[0.2, 0.9, 0.2], [0.6, -0.6, 0.4], [-0.2, -0.9, -0.1], [-0.8, 0.2, -0.4], [0.0, 0.2, 0.0], [0.0, 0.1, 0.0], [-0.1, -0.2, 0.2], [0.4, 0.3, 0.0], [0.0, 0.1, -0.2], [0.2, 0.0, -0.1], [0.0, 0.0, 0.1], [-0.1, -0.1, -0.1], [-0.2, 0.1, -0.1]],
  "smiles": "C#CC(=O)[C@@H](C)O",
  "homo_ev": -10.24,
  "total_charge": 0
}

Computed max |F| (Eh/bohr) in order:
0.008; 0.011; 0.008; 0.018